106
Properties=species:S:1:pos:R:3:mulliken_spin:R:1 method="wB97M-V/def2-TZVPD" total_charge=+1 multiplicity=4 s2=3.77 de_lowest_kj_mol=0.00
Re -1.727 1.584 1.102 2.739
C 3.027 -2.272 -4.139 0.000
C 2.003 -2.647 -3.045 -0.001
C 1.061 -3.756 -3.572 0.001
C 2.795 -3.283 -1.875 0.000
C 1.247 -1.480 -2.482 0.002
C 0.126 -1.664 -1.706 0.010
C -0.453 -0.580 -1.040 0.034
Se -1.881 -0.911 0.171 -0.032
C -0.700 -1.437 1.626 0.013
C -0.416 -2.774 1.694 -0.012
C 0.658 -3.200 2.416 0.007
C 1.378 -2.258 3.083 0.001
C 1.155 -0.909 3.088 -0.018
C 0.053 -0.494 2.308 0.067
O -0.211 0.858 2.139 0.038
C 2.091 0.046 3.745 0.006
C 1.271 0.846 4.739 0.001
C 3.223 -0.681 4.483 0.001
C 2.710 1.033 2.744 0.010
C 1.030 -4.702 2.542 0.002
C 2.399 -5.018 3.201 0.000
C -0.011 -5.335 3.462 0.001
C 0.992 -5.396 1.139 0.002
C 0.065 0.692 -1.082 0.044
O -0.712 1.731 -0.601 0.064
C 1.248 0.892 -1.862 -0.009
C 1.818 -0.204 -2.503 -0.001
C 1.904 2.272 -1.949 0.007
C 0.951 3.204 -2.733 -0.003
C 2.121 2.751 -0.547 0.008
C 3.252 2.331 -2.692 0.000
H 3.229 -3.145 -4.736 0.000
H 3.978 -1.920 -3.682 0.000
H 2.780 -1.509 -4.908 0.000
H 1.686 -4.480 -3.991 0.000
H 0.413 -3.409 -4.362 0.000
H 0.550 -4.233 -2.743 0.000
H 3.337 -4.152 -2.241 0.000
H 2.017 -3.641 -1.144 0.001
H 3.450 -2.571 -1.383 0.000
H -0.290 -2.639 -1.569 0.000
H -0.923 -3.544 1.111 0.001
H 2.165 -2.612 3.686 -0.001
H 0.722 0.175 5.446 -0.001
H 0.496 1.422 4.198 0.000
H 1.910 1.510 5.333 0.000
H 2.914 -1.422 5.217 0.000
H 3.812 0.081 5.028 0.000
H 3.921 -1.178 3.772 0.000
H 2.024 1.317 1.981 -0.004
H 3.595 0.602 2.284 -0.001
H 2.971 1.913 3.354 -0.002
H 2.423 -4.759 4.242 0.000
H 3.265 -4.467 2.777 0.000
H 2.652 -6.097 3.187 0.000
H -0.206 -4.684 4.358 0.000
H 0.241 -6.352 3.757 0.000
H -0.981 -5.483 2.897 0.000
H 1.880 -5.109 0.522 0.000
H 0.038 -5.237 0.567 0.000
H 1.097 -6.458 1.293 0.000
H 2.754 0.032 -3.001 0.000
H -0.026 3.240 -2.254 0.000
H 0.914 2.813 -3.793 0.000
H 1.377 4.175 -2.754 0.000
H 1.132 2.842 -0.086 0.006
H 2.513 3.802 -0.526 -0.001
H 2.811 2.117 -0.004 0.001
H 3.215 2.022 -3.795 0.000
H 4.072 1.719 -2.273 0.000
H 3.650 3.339 -2.675 0.000
N -3.564 3.126 4.623 0.013
C -2.891 2.966 3.483 0.028
O -2.808 1.875 2.907 -0.018
C -2.168 4.103 2.801 -0.005
C -1.168 3.529 1.760 -0.056
H -3.880 2.307 5.147 0.000
H -3.611 4.010 5.113 0.000
H -1.704 4.813 3.493 -0.003
H -2.939 4.635 2.222 0.000
H -0.196 3.424 2.186 0.019
H -1.100 4.280 0.907 0.012
Br -5.014 -0.163 0.924 0.005
C -4.746 1.482 0.134 0.017
C -5.882 2.014 -0.551 -0.012
C -5.750 3.235 -1.183 0.018
C -4.551 3.898 -1.128 -0.006
C -3.504 3.378 -0.461 0.032
N -3.592 2.136 0.159 -0.014
H -6.783 1.407 -0.531 0.000
H -6.542 3.671 -1.742 0.000
H -4.448 4.891 -1.527 0.000
H -2.512 3.878 -0.358 -0.015
S -5.335 0.806 -3.663 0.001
C -3.799 1.280 -3.979 0.000
N -3.341 2.461 -4.516 0.000
C -1.914 2.358 -4.928 0.001
C -1.573 0.905 -4.547 0.001
N -2.711 0.504 -3.828 -0.001
H -4.032 3.000 -4.977 0.000
H -1.332 3.048 -4.256 0.000
H -1.813 2.651 -5.974 0.000
H -0.680 0.919 -3.884 0.000
H -1.344 0.284 -5.457 0.000
H -2.818 -0.367 -3.312 0.000


121
Properties=species:S:1:pos:R:3:lowdin_charge:R:1 method="wB97M-V/def2-TZVPD" smiles="CCC(=O)O[C@@](N)(CCO)CCOCCOc1ccc(C(C)(C)CC(C)(C)C)cc1.O=C1OC[C@@H](F)O1.O=C1OC[C@@H](F)O1.O=C1OC[C@@H](F)O1.O=C1OC[C@@H](F)O1.O=C1OC[C@@H](F)O1" de_lowest_kj_mol=0.00
C 0.684 -3.528 3.573 -0.069
C 0.876 -2.085 3.076 -0.128
C 2.244 -1.878 2.474 -0.498
O 3.249 -2.343 2.948 0.121
O 2.262 -1.181 1.308 0.012
C 2.852 0.181 1.313 -0.470
N 4.252 0.115 0.980 0.129
C 2.047 0.932 0.240 -0.094
C 2.840 1.757 -0.762 -0.239
O 1.982 2.786 -1.282 -0.066
C 2.737 0.812 2.694 -0.085
C 2.958 2.328 2.661 -0.176
O 3.499 2.842 3.861 -0.102
C 2.663 2.755 4.988 -0.189
C 1.680 3.918 5.119 -0.145
O 1.132 4.335 3.876 -0.057
C -0.074 3.815 3.509 -0.289
C -0.472 2.516 3.810 -0.009
C -1.688 2.042 3.350 -0.038
C -2.535 2.813 2.554 -0.180
C -3.842 2.201 2.059 -0.469
C -4.611 1.700 3.307 -0.050
C -4.787 3.218 1.382 -0.042
C -3.594 0.971 1.158 -0.108
C -2.570 1.024 -0.002 -0.549
C -2.640 2.305 -0.839 -0.026
C -2.924 -0.147 -0.930 -0.064
C -1.125 0.813 0.462 -0.056
C -2.117 4.115 2.276 -0.020
C -0.913 4.613 2.746 0.015
H 0.446 -3.522 4.637 0.076
H 1.576 -4.122 3.416 0.048
H -0.167 -3.999 3.085 0.077
H 0.726 -1.371 3.885 0.117
H 0.137 -1.839 2.315 0.104
H 4.716 -0.480 1.658 0.093
H 4.372 -0.318 0.071 0.100
H 1.494 0.169 -0.306 0.113
H 1.291 1.568 0.697 0.093
H 3.717 2.219 -0.314 0.095
H 3.193 1.146 -1.595 0.120
H 2.475 3.608 -1.260 0.064
H 3.467 0.368 3.374 0.136
H 1.747 0.607 3.109 0.105
H 2.027 2.829 2.395 0.113
H 3.685 2.565 1.887 0.127
H 3.317 2.781 5.861 0.131
H 2.131 1.800 5.033 0.104
H 2.181 4.791 5.534 0.129
H 0.870 3.634 5.797 0.130
H 0.154 1.857 4.396 0.099
H -1.957 1.026 3.606 0.114
H -4.611 2.462 4.084 0.092
H -5.630 1.421 3.039 0.089
H -4.129 0.816 3.727 0.072
H -4.275 3.972 0.794 0.055
H -5.393 3.714 2.139 0.085
H -5.448 2.683 0.702 0.088
H -3.294 0.137 1.799 0.114
H -4.553 0.686 0.721 0.121
H -1.779 2.340 -1.508 0.091
H -3.540 2.316 -1.455 0.085
H -2.615 3.207 -0.233 0.059
H -2.236 -0.200 -1.775 0.085
H -2.843 -1.097 -0.392 0.089
H -3.933 -0.065 -1.326 0.066
H -0.664 1.736 0.816 0.074
H -0.520 0.463 -0.377 0.073
H -1.052 0.074 1.263 0.080
H -2.732 4.773 1.681 0.103
H -0.593 5.620 2.513 0.121
O -4.746 -0.465 -3.628 0.169
C -4.609 0.368 -4.460 -0.554
O -5.080 0.288 -5.717 0.062
C -4.830 1.522 -6.391 -0.042
C -3.690 2.091 -5.571 -0.304
F -3.727 3.443 -5.490 0.075
O -3.928 1.536 -4.288 0.123
H -5.714 2.158 -6.328 0.145
H -4.575 1.337 -7.430 0.132
H -2.698 1.787 -5.906 0.175
O 5.937 3.364 -6.336 0.194
C 5.488 3.744 -5.313 -0.546
O 4.462 4.620 -5.184 0.074
C 4.109 4.710 -3.802 -0.051
C 5.387 4.257 -3.124 -0.308
F 5.147 3.581 -1.971 0.070
O 5.937 3.373 -4.076 0.133
H 3.293 4.017 -3.587 0.137
H 3.813 5.724 -3.551 0.141
H 6.103 5.054 -2.918 0.173
O -3.789 -1.107 -8.240 0.177
C -3.534 -2.026 -7.536 -0.547
O -3.424 -3.310 -7.934 0.080
C -2.952 -4.092 -6.826 -0.035
C -3.357 -3.232 -5.646 -0.305
F -2.477 -3.312 -4.621 0.077
O -3.310 -1.931 -6.199 0.116
H -1.867 -4.187 -6.881 0.146
H -3.408 -5.077 -6.832 0.143
H -4.360 -3.421 -5.263 0.178
O 2.552 -9.098 4.506 0.189
C 2.909 -8.021 4.834 -0.549
O 2.757 -6.891 4.102 0.069
C 3.168 -5.775 4.897 -0.063
C 4.091 -6.431 5.902 -0.312
F 4.049 -5.829 7.115 0.077
O 3.548 -7.733 6.005 0.132
H 2.301 -5.339 5.392 0.135
H 3.657 -5.023 4.283 0.134
H 5.133 -6.502 5.585 0.173
O -0.906 -6.697 -4.335 0.178
C -0.215 -6.079 -3.601 -0.556
O -0.311 -6.082 -2.252 0.074
C 0.776 -5.322 -1.716 -0.046
C 1.147 -4.437 -2.889 -0.315
F 2.474 -4.174 -2.940 0.077
O 0.783 -5.240 -3.996 0.128
H 1.601 -5.991 -1.463 0.146
H 0.459 -4.775 -0.834 0.137
H 0.600 -3.494 -2.938 0.172


111
Properties=species:S:1:pos:R:3:mulliken_spin:R:1 method="wB97M-V/def2-TZVPD" total_charge=+1 multiplicity=2 s2=0.79 de_lowest_kj_mol=22.81
Ba -0.448 -0.123 0.129 0.006
C 2.842 1.215 3.236 0.000
C 1.439 1.544 2.754 0.000
C 1.211 3.044 2.762 -0.001
C 0.399 0.837 3.612 0.000
O 1.244 1.079 1.386 -0.002
Ge 2.530 0.223 0.306 -0.001
O 1.297 0.945 -1.227 -0.013
C 1.869 1.452 -2.430 -0.001
C 2.163 0.305 -3.387 0.006
C 0.798 2.347 -3.119 0.060
C 3.149 2.247 -2.180 0.008
O 1.479 -1.411 0.352 -0.001
C 1.940 -2.751 0.024 0.000
C 1.020 -3.275 -1.072 0.000
C 3.381 -2.731 -0.461 0.000
C 1.819 -3.596 1.278 0.000
H 2.975 1.560 4.263 0.000
H 3.601 1.704 2.621 0.000
H 3.025 0.135 3.222 0.000
H 1.273 3.444 3.776 0.000
H 0.222 3.285 2.366 0.002
H 1.966 3.550 2.155 -0.001
H 0.474 1.151 4.654 0.000
H 0.540 -0.248 3.571 0.000
H -0.611 1.080 3.264 0.000
H 1.267 -0.304 -3.537 -0.001
H 2.943 -0.332 -2.967 -0.001
H 2.511 0.665 -4.358 0.001
H 0.156 1.757 -3.768 -0.008
H 1.242 3.158 -3.691 0.009
H -0.235 2.259 -1.381 -0.008
H 3.919 1.608 -1.748 0.001
H 2.993 3.083 -1.500 -0.006
H 3.542 2.642 -3.120 -0.001
H 1.035 -2.597 -1.932 0.000
H -0.008 -3.367 -0.710 0.000
H 1.342 -4.260 -1.415 0.000
H 3.494 -2.111 -1.355 0.000
H 3.703 -3.743 -0.714 0.000
H 4.056 -2.348 0.307 0.000
H 0.786 -3.612 1.627 0.000
H 2.448 -3.191 2.072 0.000
H 2.132 -4.623 1.079 0.000
C -0.642 -4.424 4.290 0.000
C -0.950 -2.985 3.885 0.000
C -1.577 -2.220 5.053 0.000
C -1.803 -2.898 2.624 0.000
C -1.923 -3.962 1.732 0.000
C -2.703 -3.868 0.584 0.000
C -3.395 -2.705 0.272 0.000
C -4.263 -2.614 -0.956 0.000
C -3.269 -1.631 1.152 0.000
C -2.498 -1.727 2.304 0.001
H -0.097 -4.435 5.233 0.000
H -0.024 -4.942 3.555 0.000
H -1.561 -4.999 4.427 0.000
H 0.009 -2.503 3.651 0.000
H -2.616 -2.523 5.204 0.000
H -1.558 -1.139 4.906 0.000
H -1.031 -2.428 5.973 0.000
H -1.418 -4.896 1.937 0.000
H -2.788 -4.729 -0.070 0.000
H -4.460 -3.601 -1.374 0.000
H -3.785 -2.012 -1.732 0.000
H -5.222 -2.148 -0.728 0.000
H -3.829 -0.721 0.954 0.000
H -2.458 -0.882 2.983 0.000
C -1.854 -1.280 -4.074 0.002
C -1.954 -0.201 -3.041 0.010
O -1.722 -0.417 -1.841 0.001
N -2.281 1.030 -3.475 0.008
C -2.507 2.181 -2.605 -0.034
C -1.482 3.284 -2.663 0.258
C -1.706 4.538 -3.095 -0.022
C -0.813 5.608 -2.815 0.420
C 0.227 5.390 -1.873 -0.046
C 0.508 4.152 -1.441 0.279
N -0.140 2.993 -2.095 0.009
H -1.438 -2.175 -3.619 0.000
H -1.228 -0.966 -4.910 0.000
H -2.848 -1.507 -4.464 0.000
H -2.466 1.141 -4.460 0.001
H -2.588 1.808 -1.582 0.009
H -3.472 2.623 -2.851 0.000
H -2.651 4.749 -3.581 -0.002
H -1.018 6.604 -3.181 -0.011
H 0.748 6.229 -1.428 0.002
H 1.182 3.879 -0.644 0.022
O -3.058 9.187 -0.009 0.000
S -2.115 9.116 1.098 0.000
O -0.918 8.335 0.793 0.000
O -1.884 10.347 1.810 0.000
C -3.006 8.047 2.243 0.000
N -3.885 8.508 3.150 0.000
C -4.600 7.594 3.792 0.000
C -4.499 6.219 3.572 0.000
C -3.549 5.858 2.642 -0.001
N -2.815 6.754 2.011 0.000
C -3.217 4.473 2.159 -0.001
C -2.315 4.435 1.099 -0.006
C -1.945 3.226 0.601 0.003
N -2.373 2.041 1.030 0.000
C -3.248 2.069 2.045 0.001
C -3.690 3.253 2.636 0.000
H -5.311 7.971 4.521 0.000
H -5.135 5.514 4.090 0.000
H -1.926 5.369 0.711 0.008
H -1.246 3.212 -0.217 0.041
H -3.613 1.114 2.406 0.001
H -4.396 3.206 3.456 0.000